{
  "formula": "C29H80N14O17PZn2",
  "method": "ωB97M-V/def2-TZVPD",
  "homo_energy_ev": -10.3,
  "homo_lumo_gap_ev": 8.20,
  "total_charge": 1,
  "elements": ["Zn", "Zn", "P", "O", "O", "O", "O", "C", "O", "N", "N", "H", "H", "H", "H", "C", "O", "N", "N", "H", "H", "H", "H", "C", "O", "N", "N", "H", "H", "H", "H", "C", "O", "N", "N", "H", "H", "H", "H", "C", "O", "N", "N", "H", "H", "H", "H", "C", "O", "C", "C", "N", "C", "C", "O", "C", "H", "H", "H", "H", "H", "H", "H", "H", "H", "H", "H", "H", "H", "H", "H", "C", "O", "C", "C", "N", "C", "C", "O", "C", "H", "H", "H", "H", "H", "H", "H", "H", "H", "H", "H", "H", "H", "H", "H", "C", "O", "C", "C", "N", "C", "C", "O", "C", "H", "H", "H", "H", "H", "H", "H", "H", "H", "H", "H", "H", "H", "H", "H", "C", "O", "C", "C", "N", "C", "C", "O", "C", "H", "H", "H", "H", "H", "H", "H", "H", "H", "H", "H", "H", "H", "H", "H"],
  "coordinates": [[1.50997, -1.53465, 2.41625], [-1.76932, -0.10514, -1.15267], [-0.04449, -0.87828, 0.62018], [-1.30974, 0.07609, 0.71437], [-0.25363, -1.23958, -0.88475], [-0.06212, -2.10539, 1.58556], [1.23855, -0.25831, 1.08489], [-0.12039, 2.41672, -1.11532], [-0.76031, 1.55205, -1.70271], [0.73359, 2.17012, -0.14356], [-0.03591, 3.67301, -1.43486], [0.93803, 1.26251, 0.24955], [1.35452, 2.92018, 0.12468], [-0.59621, 3.94377, -2.23038], [0.33112, 4.34918, -0.78051], [-3.06888, -3.37269, 2.32365], [-4.10674, -3.82002, 2.69735], [-2.15413, -4.01257, 1.69216], [-2.64106, -2.16378, 2.51815], [-1.40499, -3.38540, 1.43614], [-2.13514, -4.96806, 1.36539], [-1.66681, -1.96970, 2.33574], [-3.26305, -1.52668, 2.99493], [3.43532, 2.38768, 1.78974], [4.29424, 3.19859, 2.00543], [2.27114, 2.29036, 2.33736], [3.54838, 1.40955, 0.94934], [1.75286, 1.45775, 2.09599], [1.85549, 2.95820, 2.97086], [2.83794, 0.69240, 0.91666], [4.40795, 1.19357, 0.46498], [-0.14137, -0.41835, 4.94055], [0.44262, -0.64743, 3.89334], [0.21868, -0.89795, 6.09839], [-1.24614, 0.27453, 5.08395], [-0.52485, -1.03574, 6.76791], [1.03508, -1.48151, 6.21271], [-1.72453, 0.68302, 4.29376], [-1.60263, 0.62317, 5.96228], [1.47485, -3.97743, -1.52006], [2.13051, -4.94440, -1.74765], [0.69837, -3.86311, -0.50065], [1.34994, -2.96725, -2.27855], [0.30403, -2.96375, -0.26458], [0.36447, -4.75899, -0.17504], [1.95436, -2.89478, -3.08449], [0.79328, -2.21979, -1.88924], [7.06508, -3.83581, -0.18546], [5.84083, -3.38212, 0.47540], [4.97978, -2.63088, -0.39495], [3.90309, -1.90683, 0.48061], [2.94330, -2.75573, 1.21696], [3.54736, -3.47139, 2.27029], [2.53534, -4.18858, 3.14641], [1.41738, -3.34080, 3.42911], [0.37057, -4.03212, 4.13300], [7.80408, -3.06038, -0.38718], [6.82456, -4.31507, -1.13444], [7.55603, -4.49329, 0.53204], [4.45486, -3.36249, -1.00921], [5.41161, -1.83517, -1.00195], [3.32587, -1.37269, -0.27412], [4.37567, -1.06899, 0.99322], [2.50088, -3.43855, 0.61854], [4.26275, -2.95271, 2.90849], [4.10515, -4.31926, 1.87269], [2.98575, -4.41902, 4.11189], [2.35668, -5.15508, 2.67521], [-0.46653, -3.33546, 4.17818], [0.59495, -4.12361, 5.19574], [0.02148, -4.97837, 3.71970], [-5.07886, 2.50152, -4.28134], [-5.08327, 2.40965, -2.86781], [-3.79012, 2.64106, -2.29971], [-3.82934, 2.28808, -0.81680], [-3.55587, 0.84409, -0.64956], [-4.52365, -0.07096, -1.23782], [-4.20099, -1.50346, -0.82866], [-2.83195, -1.71309, -1.20138], [-2.53398, -3.06826, -1.51433], [-4.71334, 3.46576, -4.63451], [-6.08375, 2.35747, -4.67826], [-4.41391, 1.77062, -4.74146], [-3.56007, 3.69862, -2.42913], [-3.03854, 2.04714, -2.81979], [-4.71905, 2.57286, -0.25520], [-3.04550, 2.80418, -0.26242], [-3.53848, 0.70743, 0.35100], [-4.53874, -0.11467, -2.32685], [-5.50421, 0.18567, -0.83691], [-4.85898, -2.24957, -1.27417], [-4.27985, -1.64688, 0.24899], [-3.17977, -3.32701, -2.35344], [-2.68969, -3.79812, -0.71988], [-1.53886, -3.18002, -1.94488], [0.83685, 5.51970, 4.16648], [0.63778, 4.21681, 3.59146], [-0.65539, 3.63456, 3.87533], [-1.04693, 2.71892, 2.62703], [-2.17998, 1.79879, 2.86517], [-3.54342, 2.38487, 3.03730], [-4.63374, 1.33472, 3.21294], [-4.82739, 0.47759, 2.12528], [-5.68381, -0.66420, 2.42700], [1.13281, 5.54048, 5.21531], [0.05955, 6.24699, 3.93208], [1.68632, 5.97485, 3.65721], [-1.36921, 4.44685, 4.01231], [-0.56697, 3.11186, 4.82773], [-0.23068, 2.18142, 2.14441], [-1.38183, 3.33492, 1.79247], [-2.03412, 1.07235, 2.17879], [-3.72715, 3.05113, 2.19442], [-3.53575, 3.08825, 3.86994], [-5.59939, 1.82706, 3.32794], [-4.38222, 0.70593, 4.06702], [-5.11921, -1.37619, 3.02901], [-5.83865, -1.24005, 1.51458], [-6.68694, -0.33753, 2.70107], [1.12495, 4.43964, -8.03591], [1.46208, 3.45263, -7.05344], [1.39113, 2.09180, -7.47083], [1.86648, 1.08515, -6.40739], [1.01011, 1.08495, -5.17927], [1.38813, 0.12954, -4.08387], [2.58199, 0.60698, -3.18894], [3.77235, 0.72081, -4.03758], [5.01875, 0.62877, -3.36336], [0.12524, 4.32695, -8.45540], [1.87008, 4.51261, -8.82809], [1.29628, 5.34745, -7.45744], [2.04104, 1.94786, -8.33396], [0.34804, 1.82063, -7.63368], [2.90408, 1.30732, -6.15813], [1.88398, 0.06770, -6.79802], [0.98152, 2.02808, -4.81898], [1.61829, -0.83814, -4.52964], [0.55539, -0.05595, -3.40546], [2.69921, -0.01736, -2.30318], [2.38123, 1.59324, -2.77051], [4.95933, -0.24927, -2.72022], [5.27550, 1.35950, -2.59640], [5.90575, 0.58958, -3.99566]]
}